[1]
A 6-piece molecular cluster, C34H65B2Br2N4O16S5 overall in a non-equilibrium geometry. Source: OMol25; level of theory: ωB97M-V/def2-TZVPD.

Structure (XYZ):
```
128
Properties=species:S:1:pos:R:3:forces:R:3
H -4.526639 -0.673700 1.200096 2.3 1.3 -0.9
H -0.703213 -0.094948 -12.538965 -0.1 0.1 -0.1
H -3.037629 -0.581019 -11.939657 0.0 0.2 -0.1
C -0.987520 3.862335 -8.604688 0.2 -0.1 -0.1
H 3.759920 0.076993 3.402376 -1.7 -1.4 -1.7
H -3.623517 0.616832 -13.098249 0.1 0.0 0.1
H -3.524658 0.115643 3.233070 1.3 0.9 -2.2
H -0.188262 5.863875 -8.688532 -0.1 -0.1 0.0
H -3.139960 -7.949340 8.803101 0.1 0.1 -0.1
H -3.503790 -9.141766 6.694053 0.0 0.2 0.0
C 0.957887 4.721901 1.454089 0.5 0.1 0.2
H -1.378973 5.536200 -9.951575 0.0 0.0 0.2
H -4.255899 2.441565 -3.536140 1.8 0.2 1.7
H -1.535278 -8.137098 8.088828 -0.2 0.1 0.0
H -3.646663 1.977203 -11.178851 0.3 0.1 0.1
S 9.959542 -1.674451 3.230527 0.6 0.2 0.1
C -2.893827 -0.499709 7.351164 -0.2 0.1 -0.1
H -1.853586 3.318954 -9.001055 0.1 0.0 0.1
O 10.827755 -0.593418 2.808593 -0.3 -0.4 0.5
C -2.806033 0.381741 -12.405870 -0.3 -0.3 -0.2
H -2.471920 -7.996139 5.819960 -0.1 0.0 0.1
C -1.136053 5.354080 -8.900043 0.2 0.1 -0.3
C -2.686394 1.486952 -11.357888 -0.5 -0.4 0.4
O -0.168502 -0.414586 5.516246 0.4 0.1 -0.2
H -2.405411 -1.282406 -2.254696 0.5 1.7 0.4
C -1.821673 -2.363997 6.149037 -0.2 -0.4 -0.2
C -2.017492 3.130083 -3.075742 -1.5 0.5 -2.6
Br 2.656460 -3.539583 3.453625 -2.0 0.2 1.8
C 0.183203 1.821292 -0.036033 1.8 -5.2 2.5
H 7.627506 -1.457768 3.566579 0.2 0.0 0.0
H -3.602257 -0.199702 8.128820 0.1 0.0 -0.1
H 0.008201 4.099035 -6.690897 -0.2 0.0 0.0
O -2.235053 3.890759 -12.364874 0.5 -0.2 0.5
H -1.946806 4.314022 -2.985140 0.0 -2.7 0.0
B -0.770435 2.746329 -1.002100 -1.4 1.8 -2.5
H -1.564295 -0.279794 -14.077025 0.0 0.1 0.1
H 1.706979 5.502786 1.958478 -1.5 -1.8 -1.2
O -2.642913 -1.050820 0.270062 1.7 2.6 -1.5
O -1.540262 3.894130 -0.438952 3.3 -1.1 -1.7
O -3.471539 4.134548 -6.469947 0.2 0.2 0.4
H -3.982712 3.471602 -1.970769 0.9 -2.0 -1.4
C 3.125360 -1.384254 5.395988 -0.2 -0.9 -0.6
H 3.001466 -0.282877 5.771221 0.1 -2.2 -0.6
C 2.317093 -1.598489 3.982519 0.8 0.5 0.2
H -2.030668 6.931909 -7.688495 -0.2 -0.2 0.1
C -2.228143 5.897254 -7.980060 -0.1 0.5 -0.5
O 1.639381 -2.357891 -0.278662 -2.8 -1.7 0.6
H 10.708227 -2.707151 1.246037 0.0 0.0 0.2
H 6.900981 -2.560205 1.570078 0.3 0.1 0.0
H -1.431021 -5.831835 7.453129 -0.2 0.0 0.0
C -1.453644 -0.317338 7.806534 -0.2 0.5 0.3
S -0.499503 -1.266889 6.638811 -0.4 -0.6 0.8
H -1.151368 2.733449 -6.730714 -0.1 0.2 0.1
C -2.967071 0.584650 2.287780 -0.6 0.5 0.7
C 0.711723 -0.608552 1.124891 0.2 3.1 -0.6
H 1.912999 3.983648 -0.606856 -0.5 -1.0 2.1
O 0.504221 -2.022519 7.361317 0.1 0.4 -0.6
C -4.355994 -7.154235 6.453813 -0.2 -0.5 -0.2
H 2.976701 3.834383 0.927484 -2.5 -1.2 -0.9
C -3.541616 -0.070266 0.898661 -1.7 0.2 1.4
O -0.346533 2.681001 -11.176482 -0.3 0.2 -0.3
H 2.718145 -2.201097 6.147744 0.8 2.1 -1.4
H 10.843771 -3.814117 2.648628 0.0 0.2 0.0
N 2.243977 1.538453 1.562105 -2.5 -4.5 -0.6
H -3.476608 1.646517 -1.930114 0.1 1.9 -1.8
S -1.526332 2.675769 -12.015637 -0.1 0.3 -0.5
O -1.710660 5.617644 -5.401292 -0.4 -0.3 0.1
C 7.970092 -2.327461 1.597083 -0.2 -0.1 -0.3
C -3.179177 -8.097992 6.651736 0.2 -0.2 -0.1
H -0.463421 3.045857 2.385731 1.4 1.8 0.3
C -2.510319 -7.658722 7.953377 0.1 -0.3 0.2
H 1.119742 4.513520 4.448408 0.2 -1.5 -0.9
C -3.032318 -1.979819 6.998043 -0.3 -0.1 0.2
C 0.171507 3.981833 2.687079 -1.5 1.3 0.4
C 1.987775 0.109073 1.829127 -1.8 1.1 -1.9
N 1.413259 2.202208 0.719361 -1.9 0.2 -1.8
H -3.215650 5.822760 -8.443688 0.1 0.0 0.2
H -3.244709 1.742952 2.310336 0.8 -2.5 -0.1
B -1.639094 -0.408238 -0.604073 -2.5 -1.6 -1.2
C -2.376489 -6.137458 7.909589 0.6 0.0 0.4
C 1.864770 3.671242 0.519611 1.2 1.9 1.1
H 8.416437 -4.120419 2.716402 0.1 0.0 -0.1
H -3.087008 0.112164 6.461932 0.0 0.0 0.1
H 8.806535 -4.252884 0.992589 0.0 0.1 0.1
H -1.096035 4.720176 -0.844687 -1.4 -1.7 0.8
H -1.296336 -0.751231 8.798521 0.1 0.0 -0.2
H -1.518821 -3.399215 6.325458 0.1 0.4 -0.2
C 10.216826 -3.070650 2.153472 0.1 -0.5 -0.3
H -2.468949 -5.696672 8.905418 0.0 0.1 -0.3
O 0.437762 -2.039112 1.405848 -1.0 4.1 0.7
H 8.237847 -1.898542 0.623805 0.0 -0.1 0.1
H -3.967493 -2.183408 6.467104 0.2 -0.1 0.1
H -5.165328 -7.381739 7.154004 0.1 0.1 -0.1
H 0.271519 5.356191 0.743703 1.1 -1.5 1.7
C -0.302247 0.226716 0.122585 5.1 2.4 2.7
O 9.922944 -2.150232 4.597431 0.1 0.3 -0.4
N 1.066234 3.624254 3.872751 -1.6 0.6 0.2
C -3.512902 2.599405 -2.636762 -0.3 1.1 1.3
Br 4.270434 -1.919843 1.787210 0.2 2.7 -0.7
C 8.288074 -1.325110 2.705347 -0.7 0.3 -0.2
S -2.219136 4.858722 -6.526433 0.2 0.1 -0.1
O -0.899220 2.415132 -2.439406 -0.5 1.4 4.6
C 3.057352 -0.696910 2.830940 -0.7 1.0 0.4
C -1.152206 1.780061 -13.510077 0.2 -0.3 -0.5
H -0.609018 4.779510 3.110474 1.4 -1.6 -1.4
O -4.678605 -4.852946 7.694412 0.4 0.2 -0.5
S -3.707449 -5.548386 6.873637 -0.5 -0.3 0.3
H -1.128273 0.724296 7.795731 0.1 -0.2 0.0
H -4.734663 -7.148473 5.430310 0.0 0.2 0.1
H 4.260356 -1.637105 5.191978 -2.3 0.7 0.4
H 8.228286 -0.294913 2.345293 0.1 -0.1 0.2
H -3.040868 -2.575242 7.919094 -0.1 0.1 -0.2
H -2.282299 1.104041 -10.416741 0.0 0.2 -0.1
H -0.105527 1.927050 -13.781811 -0.1 0.2 0.1
C -1.486647 0.334163 -13.174996 0.1 -0.3 0.0
H 1.171212 -1.363481 4.026483 2.3 -0.7 0.1
H -0.086849 3.445028 -9.064332 -0.3 0.1 0.1
H -2.014167 -2.208417 5.083948 0.1 0.0 0.1
H -3.906021 0.782883 0.168455 1.0 -1.7 1.2
N 0.688805 -2.813321 0.336139 4.0 0.6 -2.3
H -1.804366 2.161939 -14.301217 0.1 0.0 0.2
O -1.899963 -0.430955 -2.066699 0.9 -1.5 3.8
C -0.947346 3.744105 -7.088391 0.3 -0.3 -0.1
H -1.924535 2.913200 -4.245570 0.1 0.4 2.7
H 0.470882 2.980881 4.475499 1.1 1.0 -0.9
H -1.815693 0.447897 2.457122 -2.2 0.2 -0.5
C 8.813759 -3.575671 1.851635 -0.1 -0.2 0.0
O -3.136437 -4.958271 5.681226 -0.3 0.1 0.2
```
Forces are in eV/Å.

Computed properties:
LUMO in eV: -4.68
E_tot in a.u.: -9945.40766
Net charge: +1
HOMO in eV: -11.01

Löwdin population analysis, charges in e, atoms 1 to 8: number 1, H, carries 0.15; number 2, H, carries 0.12; number 3, H, carries 0.12; number 4, C, carries -0.24; number 5, H, carries 0.13; number 6, H, carries 0.12; number 7, H, carries 0.09; number 8, H, carries 0.12

***

[2]
C29H34As2CdCl2N2O3S2 as an isolated structure. Source: OMol25; level of theory: ωB97M-V/def2-TZVPD.

Structure (XYZ):
```
75
Properties=species:S:1:pos:R:3:forces:R:3
H 4.302343 1.650964 -2.248718 0.0 0.0 0.0
H 4.307845 -0.797761 -3.526941 0.0 0.0 0.0
H 2.868863 -1.838451 -3.722710 0.0 0.0 0.0
C -0.033906 3.284951 3.347099 0.0 0.0 0.0
C 1.983442 -0.992158 3.142599 0.0 0.0 0.0
H 1.476936 -2.389545 7.702956 0.0 0.0 0.0
C 3.443484 -1.230795 -3.025484 0.0 0.0 0.0
H -5.394085 -4.720406 -0.050660 0.0 0.0 0.0
H -2.210340 0.670050 0.394822 -0.1 0.1 0.1
H -1.005510 3.646873 -0.525539 0.0 0.0 0.0
H 3.085331 2.197948 -1.069762 0.0 0.0 0.0
H -4.693168 0.363119 0.104391 0.0 0.0 0.0
C 0.217698 2.733602 -4.823701 0.0 0.0 0.0
H 0.956473 -3.977281 4.334778 0.0 0.0 0.0
H 2.844688 2.133643 -6.867134 0.0 0.0 0.0
C -2.094515 -3.100693 -1.420432 0.0 0.0 0.0
C -3.880282 -0.370420 0.075250 0.0 0.1 0.0
N 0.729347 0.380841 1.176067 0.0 0.1 0.1
Cl -2.951487 -3.416923 -3.987585 0.0 0.0 0.0
H -1.990605 4.211943 3.456172 0.0 0.0 0.0
H -4.147116 -1.155123 -0.631257 0.0 0.0 0.0
C -3.507012 -3.833841 0.448184 0.0 0.0 0.0
H 2.693320 0.643269 4.325425 0.0 0.0 0.0
O 2.502685 -1.170946 0.611768 0.0 0.0 0.0
N -1.191591 1.585164 1.517248 0.0 0.0 0.0
C -1.894912 2.566934 2.087080 0.0 -0.1 0.0
C 3.599862 1.329623 -1.479978 0.0 0.0 0.0
O -2.669200 0.229111 -0.355986 0.1 -0.2 -0.1
H 2.309009 -0.529583 6.468547 0.0 0.0 0.0
C -1.376651 3.439497 3.016750 0.0 0.0 0.0
H -2.931360 2.639514 1.772126 0.0 0.0 0.0
H 0.712805 3.536198 -0.932823 0.0 0.0 0.0
C -0.296361 3.524106 -1.343685 0.0 0.0 0.0
S 2.189084 -0.159021 1.597535 0.0 -0.1 0.0
C 2.281521 -0.355556 4.335687 0.0 0.0 0.0
H 4.120037 0.826391 -0.667779 0.0 0.0 0.0
S -0.609540 -2.462459 -2.089310 0.0 -0.1 -0.1
H 1.767808 2.198644 2.966561 0.0 0.0 0.0
As 2.283471 0.116510 -2.247187 0.0 0.0 0.0
C 1.385921 -3.060326 6.849921 0.0 0.0 0.0
C 0.714645 2.289074 2.762426 0.0 0.0 0.0
C -4.289927 -4.125094 -1.790322 0.0 0.0 0.0
C 1.319206 -2.956131 4.338329 0.0 0.0 0.0
C 1.030204 2.812745 -5.943076 0.0 0.0 0.0
H 3.781485 -1.861365 -2.204005 0.0 0.0 0.0
C -2.350699 -3.262640 -0.051901 0.1 0.0 0.0
H 0.435786 3.955964 4.055458 0.0 0.0 0.0
H 0.741812 3.440371 -6.776473 0.0 0.0 0.0
H -0.408276 4.335747 -2.061922 0.0 0.0 0.0
H -3.632916 -3.924349 1.518033 0.0 0.0 0.0
H 1.335002 -2.801635 2.195789 0.0 0.0 0.0
Cl -1.196596 -2.691469 1.123652 -0.1 -0.1 0.1
H -5.037031 -4.455068 -2.498324 0.0 0.0 0.0
Cd -0.038691 -0.540477 -0.705111 0.0 0.2 -0.1
C 2.076009 -1.025652 5.534136 0.0 0.0 0.0
C 2.208222 2.082025 -5.993066 0.0 0.0 0.0
C -4.485509 -4.271267 -0.427163 0.0 0.0 0.0
C 1.761153 1.197883 -3.787866 -0.1 0.0 0.0
H 3.491994 0.719740 -4.967882 0.0 0.0 0.0
As -0.619515 1.796337 -2.187132 0.0 0.0 0.0
O 3.143442 0.901518 1.809518 0.0 0.0 0.0
C 1.515880 -2.301549 3.137338 0.0 0.0 0.0
C -2.359183 2.094514 -2.992879 0.0 0.0 0.0
H -2.429776 3.070058 -3.470956 0.0 0.0 0.0
H -3.092713 2.013328 -2.193777 0.0 0.0 0.0
H -3.778732 -0.819696 1.066424 0.0 0.0 0.0
C 0.565313 1.927450 -3.741275 0.0 0.0 0.0
C 0.099153 1.419131 1.841515 0.0 0.0 -0.1
C 1.589341 -2.326440 5.553620 0.0 0.0 0.0
H -2.546280 1.305319 -3.719564 0.0 0.0 0.0
H -0.702047 3.304984 -4.802171 0.0 0.0 0.0
H 2.126540 -3.853851 6.965090 0.0 0.0 0.0
H 0.400401 -3.526004 6.883999 0.0 0.0 0.0
C 2.568952 1.284445 -4.919312 0.0 0.0 0.0
C -3.120958 -3.555551 -2.265443 0.0 0.0 0.0
```
Forces are in eV/Å.

Computed properties:
LUMO in eV: 0.64
ΔE to the lowest compared entry with this formula, charge and spin in kcal per mole: 1.03
E_tot in a.u.: -7816.79014
HOMO in eV: -7.63

Löwdin population analysis, charges in e, atoms 1 to 8: number 1, H, carries 0.03; number 2, H, carries 0.02; number 3, H, carries 0.03; number 4, C, carries -0.06; number 5, C, carries -0.28; number 6, H, carries 0.07; number 7, C, carries -0.30; number 8, H, carries 0.10